Formula: C81H181N7O13
Source: OMol25
Level of theory: wB97M-V/def2-TZVPD

Output
largest force on an atom: 5.19 eV Å⁻¹
total energy: -4555.48719 a.u.
orbital gap (alpha / beta): 6.88 / 2.79 eV
LUMO energy (alpha / beta): -0.088 / -0.238 Ha
spin multiplicity: 2
<S²>: 0.7544
charge: +1

Each line ends with the Mulliken spin population.
CARTESIAN COORDINATES (ANGSTROEM)
1 C 4.68635 -1.39837 -4.60348  0.0000
2 C 3.43939 -1.82512 -3.70591  -0.0005
3 C 2.35459 -0.75799 -3.84249  0.0005
4 C 1.59054 -0.91866 -5.19472  0.0003
5 C 0.97662 -2.33953 -5.33194  -0.0002
6 C 2.01774 -3.45537 -5.10630  0.0002
7 N 2.88627 -3.19657 -3.94187  -0.0001
8 O 3.78273 -4.27242 -3.68417  0.0002
9 C 1.29394 -4.75670 -4.80058  -0.0001
10 C 2.87164 -3.55222 -6.42620  0.0000
11 C 3.89013 -1.61052 -2.20548  0.0010
12 H 5.31118 -0.52882 -4.39957  0.0001
13 H 4.53491 -1.35342 -5.68197  0.0000
14 H 5.49001 -2.11731 -4.44421  0.0000
15 H 1.61970 -0.79054 -3.03814  -0.0004
16 H 2.81240 0.22876 -3.77295  0.0000
17 H 2.26493 -0.63279 -6.00193  0.0000
18 H 0.76915 -0.21532 -5.33158  -0.0001
19 H 0.47354 -2.38183 -6.29797  0.0000
20 H 0.33829 -2.39757 -4.45030  0.0001
21 H 0.56951 -5.16227 -5.50686  0.0000
22 H 2.02235 -5.56184 -4.70431  -0.0001
23 H 0.89178 -4.74264 -3.78758  -0.0002
24 H 2.34593 -4.07022 -7.22832  0.0000
25 H 3.19400 -2.58131 -6.80240  0.0000
26 H 3.70002 -4.22631 -6.20828  0.0000
27 H 3.05920 -1.67511 -1.50300  -0.0004
28 H 4.42991 -0.66416 -2.23957  0.0000
29 H 4.45888 -2.44429 -1.79382  -0.0006
30 H 3.48596 -4.59401 -2.82970  0.0009
31 C -3.20524 -7.56416 4.42903  0.0000
32 C -3.46803 -6.18140 3.78591  -0.0001
33 C -4.05664 -5.26432 4.91277  0.0001
34 C -4.06096 -3.72079 4.63647  -0.0001
35 C -2.60044 -3.29361 4.26096  0.0007
36 C -1.91198 -4.17954 3.21159  -0.0012
37 N -2.13502 -5.63942 3.42909  0.0000
38 O -1.51800 -6.39813 2.55958  -0.0015
39 C -2.30306 -3.70099 1.76418  0.0010
40 C -0.41691 -3.94559 3.41657  0.0022
41 C -4.52958 -6.43661 2.56926  -0.0001
42 H -2.88204 -8.27710 3.67051  0.0000
43 H -4.07720 -7.96169 4.94840  0.0000
44 H -2.39808 -7.52015 5.16023  0.0000
45 H -5.10118 -5.54985 5.03728  0.0000
46 H -3.63246 -5.49545 5.88989  0.0000
47 H -4.51623 -3.21175 5.48600  0.0000
48 H -4.71403 -3.47839 3.79811  0.0000
49 H -1.94894 -3.22175 5.13186  0.0000
50 H -2.68815 -2.32789 3.76315  -0.0001
51 H -3.38264 -3.57416 1.84496  0.0003
52 H -1.88876 -2.72282 1.52002  -0.0016
53 H -1.89447 -4.27069 0.92956  0.0005
54 H 0.12745 -4.46375 2.62708  0.0087
55 H -0.14635 -2.89047 3.37601  -0.0019
56 H -0.11633 -4.42521 4.34808  -0.0003
57 H -4.78087 -5.56252 1.96850  0.0001
58 H -5.47953 -6.90359 2.82929  0.0000
59 H -4.10412 -7.07631 1.79604  0.0000
60 H -2.09327 -6.38841 1.79110  0.0000
61 C -2.33240 1.34845 -3.52613  -0.0006
62 C -3.30027 1.86816 -4.63260  -0.0004
63 C -4.10214 3.13352 -4.00342  0.0001
64 C -3.09125 4.30081 -3.90923  0.0000
65 C -2.50471 4.67147 -5.32774  0.0001
66 C -1.77921 3.55742 -5.92435  -0.0002
67 N -2.56203 2.25813 -5.85329  0.0000
68 O -1.91595 1.22641 -6.53525  0.0000
69 C -1.78183 3.84182 -7.44834  0.0000
70 C -0.38551 3.49899 -5.31941  0.0001
71 C -4.25170 0.69563 -5.02845  0.0000
72 H -1.32898 1.08941 -3.86399  0.0000
73 H -2.80522 0.53329 -2.97834  0.0010
74 H -2.17406 2.06027 -2.71598  0.0000
75 H -5.02401 3.40747 -4.51646  0.0000
76 H -4.42387 2.85429 -3.00012  -0.0001
77 H -2.21675 4.04471 -3.31110  0.0000
78 H -3.63972 5.05022 -3.33856  0.0000
79 H -1.85185 5.53824 -5.22483  0.0000
80 H -3.26984 4.98537 -6.03778  0.0000
81 H -1.02422 3.30071 -8.01520  0.0000
82 H -2.69900 3.61658 -7.99254  0.0000
83 H -1.55026 4.89500 -7.60738  0.0000
84 H 0.12559 4.46170 -5.31133  0.0000
85 H -0.40006 3.04111 -4.33035  0.0000
86 H 0.27225 2.87311 -5.92251  0.0000
87 H -4.90302 1.07315 -5.81671  0.0000
88 H -4.82169 0.41909 -4.14146  0.0000
89 H -3.75192 -0.15198 -5.49739  0.0000
90 H -2.50494 1.05948 -7.27474  0.0000
91 C 5.36453 -5.41894 0.79129  0.0828
92 C 3.96950 -5.34512 1.53730  -0.0123
93 C 3.19940 -4.12162 0.98368  0.0021
94 C 2.32513 -4.24528 -0.21020  -0.0283
95 C 1.47191 -5.50092 -0.05012  0.0450
96 C 2.23590 -6.75803 0.12165  -0.0005
97 N 3.16855 -6.57784 1.29524  0.7167
98 O 3.78124 -7.76885 1.62706  0.0678
99 C 1.22702 -7.92282 0.30024  0.0398
100 C 3.12659 -7.15574 -1.15628  0.0831
101 C 4.10372 -5.09793 3.03882  0.0577
102 H 5.94018 -4.54971 1.10934  0.0048
103 H 5.34670 -5.43226 -0.29848  -0.0019
104 H 5.93454 -6.31065 1.05213  -0.0020
105 H 2.70879 -3.54706 1.76935  -0.0147
106 H 3.85194 -3.33625 0.60226  -0.0005
107 H 2.86577 -4.34385 -1.15152  -0.0003
108 H 1.65651 -3.38821 -0.29072  0.0058
109 H 0.72492 -5.52218 -0.84362  -0.0016
110 H 0.73299 -5.28088 0.72038  -0.0365
111 H 1.70635 -8.89831 0.21808  0.0017
112 H 0.72587 -7.97636 1.26672  -0.0068
113 H 0.39719 -7.83418 -0.40092  -0.0024
114 H 3.75875 -8.01225 -0.92203  -0.0032
115 H 2.62185 -7.52070 -2.05079  0.0044
116 H 3.79339 -6.33533 -1.42164  -0.0089
117 H 4.82129 -5.73349 3.55772  0.0010
118 H 3.15013 -5.26762 3.53880  -0.0132
119 H 4.51000 -4.09101 3.13437  0.0012
120 H 3.19495 -8.09992 2.31135  0.0119
121 C -6.91802 1.02115 -1.96409  0.0000
122 C -7.23674 1.12999 -0.37943  -0.0001
123 C -7.89987 -0.18666 0.17816  0.0000
124 C -6.92785 -1.29490 0.33565  0.0000
125 C -5.74132 -0.81788 1.27985  0.0002
126 C -5.07252 0.53433 0.87336  0.0000
127 N -6.10535 1.52254 0.46316  0.0001
128 O -5.59530 2.72781 0.10685  0.0000
129 C -4.26021 1.01268 2.07974  0.0004
130 C -4.08722 0.23211 -0.37429  0.0002
131 C -8.32009 2.19615 -0.28040  0.0000
132 H -6.11033 1.67920 -2.28459  -0.0001
133 H -7.76749 1.38874 -2.53973  0.0000
134 H -6.63622 -0.00173 -2.21389  0.0000
135 H -8.19990 0.15688 1.16815  0.0000
136 H -8.73293 -0.55897 -0.41809  0.0000
137 H -6.47807 -1.56085 -0.62094  0.0000
138 H -7.38170 -2.24246 0.62592  0.0000
139 H -5.12747 -1.71784 1.24318  -0.0001
140 H -6.16390 -0.68566 2.27586  0.0000
141 H -4.94873 1.47954 2.78405  0.0001
142 H -3.75622 0.20244 2.60660  -0.0003
143 H -3.47337 1.70230 1.77410  0.0000
144 H -3.52988 1.13012 -0.64087  0.0002
145 H -3.32192 -0.48951 -0.08848  -0.0008
146 H -4.43455 -0.22246 -1.30211  0.0001
147 H -7.96393 3.12085 -0.73445  0.0000
148 H -8.56431 2.41461 0.75919  0.0000
149 H -9.28905 1.91756 -0.69462  0.0000
150 H -5.97875 3.28139 0.79104  0.0000
151 C 6.04465 0.45541 1.71435  0.0000
152 C 6.16545 1.84512 1.07849  -0.0002
153 C 7.61552 2.39390 1.49239  0.0001
154 C 8.81540 1.85032 0.69955  0.0000
155 C 8.58469 2.13555 -0.75564  0.0000
156 C 7.28601 1.48633 -1.33192  -0.0001
157 N 6.10250 1.84554 -0.44791  0.0001
158 O 4.90855 1.31558 -0.98271  -0.0002
159 C 7.03689 2.06900 -2.72700  0.0000
160 C 7.55438 0.03671 -1.48145  0.0000
161 C 5.08796 2.77402 1.63198  0.0006
162 H 5.67768 0.45884 2.74072  0.0001
163 H 6.94515 -0.13922 1.56070  0.0000
164 H 5.25397 -0.15485 1.27788  -0.0001
165 H 7.56803 3.48240 1.52472  0.0000
166 H 7.82460 2.08045 2.51520  0.0000
167 H 8.86645 0.76841 0.82194  0.0000
168 H 9.72265 2.30177 1.10105  0.0000
169 H 9.36780 1.78066 -1.42565  0.0000
170 H 8.55089 3.22263 -0.82777  0.0000
171 H 6.67885 3.09487 -2.64055  0.0000
172 H 7.75355 1.96650 -3.54187  0.0000
173 H 6.16152 1.66122 -3.23252  0.0000
174 H 6.74506 -0.43327 -2.04022  0.0000
175 H 8.48207 -0.14666 -2.02354  0.0000
176 H 7.52744 -0.56726 -0.57447  0.0001
177 H 5.28853 2.73584 2.70268  0.0000
178 H 4.09508 2.43830 1.33267  -0.0003
179 H 5.23382 3.80241 1.30147  0.0000
180 H 4.37923 2.10319 -1.12790  0.0001
181 C -2.30016 7.61640 0.52693  0.0000
182 C -2.22649 6.09344 0.88175  0.0000
183 C -1.34979 6.01211 2.13483  0.0003
184 C -2.09186 6.49749 3.37958  0.0000
185 C -3.40390 5.74615 3.57903  0.0001
186 C -4.29903 5.85176 2.31407  0.0000
187 N -3.56525 5.45954 1.16564  0.0000
188 O -4.33125 5.36402 0.01694  0.0000
189 C -5.33957 4.76026 2.48289  -0.0002
190 C -5.04759 7.30190 2.27227  0.0000
191 C -1.57493 5.44153 -0.33596  -0.0002
192 H -2.87136 8.08765 1.32677  0.0000
193 H -2.92497 7.80160 -0.34680  0.0000
194 H -1.33662 8.11734 0.43334  0.0000
195 H -1.13220 4.94584 2.19663  -0.0003
196 H -0.44126 6.58853 1.96040  0.0000
197 H -2.20785 7.57752 3.28918  0.0000
198 H -1.40763 6.15470 4.15575  0.0000
199 H -3.88445 6.19285 4.44946  0.0000
200 H -3.33590 4.69101 3.84389  -0.0001
201 H -5.84251 4.71987 3.44908  0.0000
202 H -6.17143 4.82252 1.78129  0.0000
203 H -4.96935 3.74076 2.37498  0.0003
204 H -4.67261 8.13304 2.86952  0.0000
205 H -5.10885 7.77227 1.29090  0.0000
206 H -6.06815 7.09922 2.59700  0.0000
207 H -1.60453 4.35463 -0.25937  0.0001
208 H -0.51669 5.69356 -0.40461  0.0000
209 H -2.05362 5.73477 -1.27029  0.0000
210 H -4.10387 4.47332 -0.25977  0.0000
211 C -3.41803 -2.67011 -2.71957  0.0002
212 C -2.07602 -3.36904 -2.48394  -0.0002
213 C -1.06457 -2.45495 -1.84484  -0.0015
214 O -2.26862 -4.57981 -1.74633  0.0000
215 H -3.23689 -1.83081 -3.39103  -0.0001
216 H -3.87386 -2.28266 -1.80841  0.0000
217 H -4.23485 -3.26940 -3.12177  0.0000
218 H -1.63980 -3.74683 -3.40864  0.0001
219 H -1.13147 -2.30045 -0.76793  0.0010
220 H -0.98881 -1.51271 -2.38757  0.0001
221 H -0.07614 -2.88329 -2.01113  0.0003
222 H -2.64472 -5.12249 -2.44321  0.0000
223 C 3.53302 -0.18896 4.70845  0.0001
224 C 3.01058 -1.58097 4.61848  0.0006
225 C 3.48321 -2.49590 5.79465  -0.0003
226 O 1.55720 -1.50529 4.69837  0.0003
227 H 4.62067 -0.11849 4.69622  0.0000
228 H 3.20414 0.19162 5.67546  0.0000
229 H 3.13514 0.38708 3.87300  0.0000
230 H 3.32350 -2.18242 3.76500  -0.0004
231 H 4.56002 -2.66385 5.77558  0.0001
232 H 3.15852 -3.52685 5.65379  0.0004
233 H 3.16264 -2.22359 6.80023  0.0000
234 H 1.19848 -2.37610 4.88443  0.0000
235 C -0.13184 1.07864 -0.50441  0.0010
236 C 0.49284 -0.06815 0.23083  -0.0005
237 C 1.81308 0.31220 0.98813  -0.0012
238 O -0.44093 -0.46029 1.19549  -0.0004
239 H -0.64554 1.82129 0.10606  -0.0004
240 H -0.90736 0.64184 -1.13358  -0.0003
241 H 0.46816 1.61643 -1.23850  0.0000
242 H 0.55516 -0.89808 -0.47302  -0.0001
243 H 1.90108 -0.32149 1.87062  0.0003
244 H 1.94415 1.34866 1.29905  0.0006
245 H 2.70833 0.14873 0.38821  0.0005
246 H -0.27997 0.05110 1.99185  0.0003
247 C -1.43715 -0.06754 5.44489  -0.0001
248 C -1.23024 0.67000 4.12886  0.0001
249 C -1.65244 2.10727 4.07281  -0.0003
250 O 0.11177 0.59537 3.74430  -0.0004
251 H -0.92979 -1.02876 5.52705  0.0000
252 H -2.49527 -0.18078 5.68085  0.0000
253 H -1.03445 0.48647 6.29282  0.0000
254 H -1.78817 0.13774 3.35847  0.0001
255 H -2.65986 2.18373 4.48191  0.0000
256 H -1.59876 2.44211 3.03690  0.0000
257 H -0.97697 2.73126 4.65801  -0.0001
258 H 0.48624 -0.16838 4.18935  0.0001
259 C 2.14359 4.61488 2.47743  0.0003
260 C 2.21578 4.99111 3.93940  0.0000
261 C 3.07992 4.01816 4.79887  0.0001
262 O 2.75733 6.33264 3.90722  0.0000
263 H 3.07241 4.77370 1.92955  0.0000
264 H 1.53467 5.31288 1.90287  0.0000
265 H 1.72807 3.62551 2.28615  -0.0004
266 H 1.18014 5.04043 4.27574  0.0000
267 H 3.07763 2.96598 4.51427  0.0000
268 H 2.85637 4.10962 5.86177  0.0000
269 H 4.13699 4.24954 4.66783  0.0000
270 H 3.66924 6.24606 3.61993  0.0000
271 C 2.72237 3.38494 -3.16371  -0.0001
272 C 1.74591 4.27385 -2.35464  0.0000
273 C 2.34813 4.60420 -1.01634  0.0000
274 O 1.47730 5.49432 -2.96644  0.0000
275 H 2.98210 2.41832 -2.73209  0.0001
276 H 3.68130 3.84991 -3.39256  0.0000
277 H 2.19798 3.07020 -4.06597  0.0001
278 H 0.78754 3.76671 -2.24304  0.0000
279 H 1.65295 5.18160 -0.40689  0.0000
280 H 3.28858 5.15096 -1.08497  0.0000
281 H 2.60818 3.67276 -0.51345  -0.0001
282 H 2.31707 5.88010 -3.22635  0.0000